Record 1
C3H10N3S | the ωB97M-V functional and the def2-TZVPD basis

Last column: natural (NBO) charge in e.
Geometry (Å):
C (-1.520, -1.495, -0.321)  0.14
N (-1.892, -0.653, 0.570)  -0.44
C (-1.738, 0.748, 0.200)  -0.10
N (-0.379, 1.104, -0.056)  -0.45
N (0.405, 0.220, -0.819)  -0.67
S (1.570, -0.956, -0.269)  0.40
C (2.891, 0.135, 0.317)  -0.75
H (-1.321, -2.501, 0.089)  0.24
H (-1.643, -1.307, -1.322)  0.22
H (-1.852, -1.028, 1.500)  0.43
H (-2.323, 0.808, -0.811)  0.21
H (-2.206, 1.553, 0.793)  0.27
H (0.140, 1.538, 0.700)  0.38
H (0.609, 0.683, -1.815)  0.41
H (3.000, 0.754, -0.520)  0.22
H (3.784, -0.411, 0.537)  0.26
H (2.474, 0.809, 1.225)  0.22

Forces on the atoms, in the same order (eV/Å):
C -0.6261 -1.9720 2.6127
N 0.8038 -0.0416 -0.0960
C -1.6492 1.6062 -2.9211
N 1.5029 -0.3762 0.5340
N -0.1025 0.9214 -3.0912
S -0.8462 0.7459 0.4028
C -2.4832 1.2582 2.3244
H 0.0876 0.4628 -0.7938
H 0.1466 0.5329 -2.2154
H 0.0659 0.5280 0.7991
H 1.0101 -0.1122 1.6207
H 0.2253 -1.0148 0.3909
H -0.2932 -0.1639 0.0740
H -0.3919 -1.5011 2.9781
H 0.8096 1.1835 -1.0359
H 0.4021 -0.2918 0.3152
H 1.3384 -1.7653 -1.8984

Output
SMILES: C=[NH+]CNNSC
relative energy (zero: lowest compared OMol25 entry of this formula, charge and spin): 88.7 kcal per mole
frontier orbital gap: 8.188 eV
net charge: +1
spin multiplicity: 1


Record 2
C2H2BrO2S2 | the ωB97M-V functional and the def2-TZVPD basis

Last column: natural (NBO) charge in e.
Geometry (Å):
C (-0.207, 0.751, -0.099)  0.71
C (-0.303, -0.709, -0.019)  -0.59
O (-0.090, 1.214, -1.322)  -0.69
O (-0.529, 1.406, 0.804)  -0.63
S (-0.185, -1.764, -1.293)  0.00
S (-0.579, -1.361, 1.557)  0.06
Br (2.653, 0.193, 0.212)  -0.53
H (0.414, 0.424, -1.738)  0.49
H (-1.173, -0.154, 1.898)  0.17

Forces on the atoms, in the same order (eV/Å):
C -1.0764 -3.5957 -2.0636
C 0.5041 0.4652 1.4038
O 2.0420 -0.9937 -2.1629
O -1.0024 3.7834 4.0519
S 0.7060 -1.0488 -1.4026
S -0.7853 0.8178 0.2833
Br 0.2345 -0.3414 -0.2888
H -1.0157 1.7925 -0.0970
H 0.3933 -0.8793 0.2760

Output
relative energy (zero: lowest compared OMol25 entry of this formula, charge and spin): 0.0 kcal per mole
frontier orbital gap (spin up / spin down): 6.381 / 4.636 eV
net charge: -1
spin multiplicity: 3


Record 3
C11H25BFIN3O6S | the ωB97M-V functional and the def2-TZVPD basis

Last column: natural (NBO) charge in e.
Geometry (Å):
C (1.896, -3.371, -1.020)  -0.66
C (3.194, -2.749, -0.547)  -0.07
O (3.669, -1.592, -1.269)  -0.55
C (2.887, -1.077, -2.319)  -0.08
C (1.756, -0.143, -1.812)  -0.26
N (1.914, 0.020, -0.366)  -0.49
C (0.969, 0.260, 0.495)  0.75
N (1.213, 0.259, 1.831)  -0.59
C (0.645, 1.387, 2.604)  -0.31
S (0.483, 0.739, 4.272)  2.41
O (1.786, 0.568, 4.802)  -0.88
O (-0.517, -0.260, 4.316)  -0.88
F (-0.121, 2.028, 4.922)  -0.47
C (-0.684, 1.903, 2.059)  -0.44
C (-0.753, 1.831, 0.526)  -0.40
B (-2.183, 2.291, -0.069)  1.20
O (-3.086, 2.869, 0.787)  -0.93
O (-2.506, 2.026, -1.359)  -0.92
N (-0.331, 0.481, 0.050)  -0.49
C (-1.216, -0.650, 0.458)  -0.23
C (-2.098, -1.120, -0.687)  -0.44
C (-3.003, -2.270, -0.285)  -0.51
I (-1.934, -4.025, 0.274)  0.08
H (1.053, -2.677, -1.023)  0.19
H (1.645, -4.172, -0.324)  0.25
H (1.988, -3.829, -2.003)  0.22
H (3.111, -2.461, 0.506)  0.16
H (3.991, -3.490, -0.601)  0.21
H (2.464, -1.865, -2.940)  0.20
H (3.568, -0.505, -2.945)  0.21
H (1.827, 0.839, -2.279)  0.22
H (0.763, -0.531, -2.017)  0.23
H (2.867, -0.142, -0.046)  0.44
H (2.180, 0.080, 2.087)  0.42
H (1.393, 2.180, 2.669)  0.24
H (-1.507, 1.332, 2.487)  0.25
H (-0.809, 2.929, 2.398)  0.26
H (-0.037, 2.552, 0.101)  0.23
H (-3.064, 3.821, 0.886)  0.52
H (-1.951, 2.368, -2.070)  0.54
H (-0.580, -1.483, 0.764)  0.22
H (-1.810, -0.391, 1.339)  0.21
H (-2.730, -0.304, -1.039)  0.25
H (-1.473, -1.424, -1.530)  0.21
H (-3.643, -2.561, -1.111)  0.24
H (-3.644, -2.009, 0.555)  0.23
O (-2.324, 3.957, -3.545)  -0.96
H (-2.440, 3.594, -4.429)  0.48
H (-2.814, 4.785, -3.554)  0.49

Forces on the atoms, in the same order (eV/Å):
C 0.0361 -0.0689 0.0431
C 0.0602 -0.1206 -0.0486
O -0.0097 -0.0166 0.0618
C 0.0270 -0.0091 -0.1176
C -0.0815 -0.0308 -0.0360
N -0.0422 0.0784 0.2382
C -0.2004 -0.2796 0.0256
N 0.4547 0.7277 -0.4210
C -0.1584 -0.2683 -0.0306
S -0.0498 0.1957 0.0761
O 0.0232 -0.1044 -0.0097
O -0.0553 -0.0661 -0.0007
F 0.0600 -0.0271 -0.0078
C -0.0353 -0.1008 -0.0815
C 0.0062 -0.0130 0.1732
B 0.0657 -0.0958 -0.0649
O 0.2945 -0.2498 0.0461
O -0.1954 0.4240 0.1866
N 0.0392 0.3087 0.1045
C 0.0954 -0.0937 -0.1984
C -0.0570 -0.0275 0.0005
C -0.1898 0.2025 -0.0702
I 0.0392 -0.1440 0.0408
H 0.0203 -0.0205 0.0089
H -0.0335 0.0096 0.0133
H -0.0100 0.0575 -0.0427
H -0.0593 0.0559 0.0022
H 0.0322 0.0230 -0.0129
H -0.0431 0.0009 0.0174
H 0.0595 0.0049 0.0367
H 0.0053 0.0086 -0.0039
H -0.0037 -0.0508 0.0585
H -0.0184 -0.0794 -0.0310
H -0.0514 -0.0820 0.0827
H -0.0086 0.0267 0.0237
H 0.0092 -0.0118 0.0373
H -0.0336 0.0083 -0.0024
H 0.0592 -0.0708 -0.0185
H -0.2851 0.1394 -0.0048
H -0.0215 -0.1261 -0.1477
H -0.0048 -0.0075 0.0692
H -0.0176 0.0561 -0.0209
H 0.0077 0.0094 -0.0065
H 0.0272 0.0259 0.0046
H 0.0381 -0.0583 -0.0275
H 0.0707 -0.0411 0.0718
O 0.1630 -0.1292 -0.0680
H -0.0132 0.0387 -0.0138
H -0.0149 -0.0086 0.0648

Output
frontier orbital gap: 8.899 eV
net charge: +1
spin multiplicity: 1


Record 4
C44H57FN2O6SY | the ωB97M-V functional and the def2-TZVPD basis

Last column: Mulliken charge in e.
Geometry (Å):
Y (-0.357, 0.231, -1.250)  1.71
C (1.756, 0.433, 6.137)  -1.27
C (2.769, -0.122, 5.123)  2.05
C (3.458, -1.344, 5.736)  -2.24
C (3.844, 0.939, 4.850)  -1.62
C (2.016, -0.457, 3.838)  -0.80
C (1.547, 0.543, 3.038)  -0.18
C (0.836, 0.245, 1.848)  -1.28
N (0.290, 1.109, 0.980)  0.00
C (0.060, 2.418, 1.195)  -1.49
C (-0.004, 3.069, 2.450)  -0.20
C (-0.171, 4.420, 2.531)  -1.27
C (-0.256, 5.160, 1.316)  0.26
C (-0.277, 4.602, 0.067)  -1.03
C (-0.196, 3.169, -0.023)  1.36
O (-0.318, 2.528, -1.127)  -0.87
C (-0.397, 5.448, -1.198)  2.52
C (0.864, 5.261, -2.057)  -1.58
C (-1.651, 5.031, -1.979)  -1.24
C (-0.519, 6.939, -0.882)  -2.36
C (-0.270, 5.095, 3.899)  2.04
C (0.989, 4.766, 4.715)  -1.38
C (-0.390, 6.617, 3.797)  -2.30
C (-1.507, 4.558, 4.633)  -1.67
C (0.727, -1.145, 1.411)  1.22
O (0.242, -1.381, 0.268)  -0.67
C (1.154, -2.197, 2.302)  -0.62
C (1.754, -1.816, 3.465)  -0.12
C (0.951, -3.656, 1.904)  2.67
C (1.433, -4.603, 3.004)  -2.41
C (-0.543, -3.934, 1.664)  -1.48
C (1.750, -3.966, 0.628)  -1.54
H (2.257, 0.673, 7.077)  0.45
H (1.284, 1.342, 5.761)  0.10
H (0.970, -0.295, 6.346)  0.33
H (4.038, -1.031, 6.604)  0.46
H (2.741, -2.091, 6.082)  0.39
H (4.143, -1.818, 5.030)  0.46
H (4.391, 1.151, 5.769)  0.46
H (4.557, 0.591, 4.101)  0.38
H (3.418, 1.881, 4.503)  0.26
H (1.771, 1.570, 3.273)  1.32
H (0.009, 2.471, 3.348)  1.64
H (-0.332, 6.233, 1.394)  0.67
H (1.041, 4.215, -2.292)  0.21
H (0.765, 5.820, -2.990)  0.43
H (1.741, 5.643, -1.531)  0.40
H (-1.631, 3.966, -2.205)  -0.24
H (-2.552, 5.241, -1.399)  0.42
H (-1.713, 5.596, -2.912)  0.52
H (0.351, 7.313, -0.338)  0.46
H (-0.586, 7.496, -1.817)  0.44
H (-1.417, 7.162, -0.302)  0.43
H (1.888, 5.120, 4.207)  0.34
H (0.938, 5.246, 5.693)  0.53
H (1.093, 3.692, 4.879)  0.07
H (0.476, 7.061, 3.303)  0.43
H (-1.291, 6.919, 3.260)  0.46
H (-0.449, 7.040, 4.800)  0.42
H (-1.450, 3.478, 4.779)  0.31
H (-1.592, 5.025, 5.615)  0.46
H (-2.418, 4.775, 4.072)  0.37
H (2.092, -2.586, 4.140)  0.50
H (0.898, -4.442, 3.942)  0.44
H (1.250, -5.632, 2.692)  0.44
H (2.504, -4.502, 3.189)  0.43
H (-1.124, -3.733, 2.566)  0.35
H (-0.937, -3.329, 0.850)  0.12
H (-0.681, -4.986, 1.405)  0.49
H (2.815, -3.786, 0.787)  0.34
H (1.622, -5.019, 0.367)  0.48
H (1.417, -3.359, -0.212)  0.13
C (0.769, -6.176, -5.259)  -1.33
C (-0.430, -5.349, -5.703)  -0.28
C (-1.657, -6.184, -6.041)  -1.05
C (-2.189, -6.887, -4.801)  -1.17
C (-2.419, -5.895, -3.694)  0.95
C (-3.329, -6.146, -2.694)  -0.70
C (-3.545, -5.211, -1.684)  -0.12
F (-4.437, -5.512, -0.730)  -0.36
C (-2.891, -4.015, -1.649)  -1.00
C (-1.956, -3.732, -2.655)  0.22
C (-1.247, -2.459, -2.619)  2.09
O (-1.562, -1.613, -1.734)  -1.14
C (-0.261, -2.263, -3.624)  0.25
C (-0.114, -3.218, -4.600)  -0.37
N (-0.784, -4.368, -4.651)  0.16
C (-1.714, -4.671, -3.669)  -0.36
C (0.648, -1.062, -3.751)  0.18
O (0.990, -0.686, -4.859)  -0.68
O (1.035, -0.512, -2.638)  -0.80
H (1.037, -6.891, -6.037)  0.40
H (0.557, -6.727, -4.343)  0.36
H (1.631, -5.536, -5.074)  0.39
H (-0.157, -4.754, -6.575)  0.48
H (-1.388, -6.907, -6.812)  0.42
H (-2.428, -5.533, -6.458)  0.37
H (-1.483, -7.652, -4.467)  0.37
H (-3.121, -7.405, -5.024)  0.49
H (-3.894, -7.070, -2.684)  0.56
H (-3.077, -3.292, -0.868)  0.65
H (0.597, -3.040, -5.398)  0.61
C (-2.857, 2.486, -4.660)  -0.85
S (-1.548, 1.270, -4.566)  0.49
C (-0.138, 2.354, -4.699)  -0.37
O (-1.573, 0.813, -3.120)  -0.65
H (-2.715, 3.243, -3.892)  0.12
H (-3.799, 1.963, -4.513)  0.37
H (-2.837, 2.931, -5.654)  0.45
H (-0.157, 2.805, -5.692)  0.55
H (0.744, 1.721, -4.610)  0.26
H (-0.178, 3.109, -3.916)  -0.27

Forces on the atoms, in the same order (eV/Å):
Y -0.2923 0.2467 0.2732
C 0.0173 -0.0015 0.0044
C 0.0051 0.0232 0.0211
C -0.0222 -0.0027 -0.0045
C -0.0078 -0.0004 0.0010
C -0.0038 0.0798 -0.0167
C 0.0207 -0.0116 0.0013
C 0.0109 0.0043 0.0725
N 0.0016 0.0556 0.0653
C 0.0362 0.0260 0.0303
C -0.0415 0.0524 -0.0082
C 0.0133 -0.0731 0.0521
C 0.0402 0.0144 -0.0774
C -0.0450 -0.0175 -0.0263
C 0.0193 0.0401 -0.0076
O 0.1474 -0.1035 0.0826
C -0.0365 0.0186 -0.0043
C -0.0192 0.0136 0.0277
C -0.0060 -0.0098 -0.0265
C -0.0128 -0.0044 -0.0003
C 0.0113 -0.0100 0.0361
C -0.0150 -0.0004 -0.0001
C -0.0026 -0.0138 -0.0140
C 0.0091 0.0122 0.0022
C 0.0013 -0.0556 0.0098
O -0.0339 0.0872 0.0539
C 0.0228 -0.0031 -0.0340
C -0.0328 -0.0863 -0.0625
C -0.0044 -0.0312 0.0214
C -0.0077 -0.0088 -0.0086
C 0.0186 0.0151 0.0156
C -0.0001 -0.0007 -0.0055
H 0.0035 0.0022 0.0081
H -0.0042 0.0075 -0.0023
H -0.0050 -0.0076 0.0002
H 0.0037 0.0048 0.0069
H -0.0021 -0.0057 -0.0025
H 0.0102 -0.0063 -0.0039
H 0.0042 0.0008 0.0085
H 0.0070 -0.0037 -0.0075
H -0.0041 0.0049 -0.0043
H -0.0037 0.0294 0.0101
H 0.0167 -0.0160 0.0306
H -0.0195 0.0037 -0.0080
H 0.0077 -0.0856 -0.0300
H -0.0021 -0.0135 -0.0013
H 0.0024 -0.0074 0.0015
H -0.0107 0.0628 -0.0033
H -0.0133 0.0063 0.0108
H 0.0022 0.0225 -0.0097
H 0.0052 0.0140 -0.0121
H 0.0031 0.0008 -0.0061
H -0.0046 -0.0028 0.0168
H 0.0044 0.0040 -0.0041
H -0.0008 0.0036 0.0059
H 0.0027 -0.0078 0.0049
H 0.0023 0.0043 -0.0056
H -0.0039 0.0064 -0.0018
H -0.0002 -0.0031 0.0059
H 0.0014 -0.0115 0.0019
H -0.0003 0.0033 0.0059
H -0.0066 0.0018 -0.0054
H 0.0029 -0.0119 -0.0048
H -0.0042 -0.0058 0.0091
H -0.0007 -0.0019 -0.0023
H 0.0097 0.0032 0.0039
H -0.0034 0.0036 0.0023
H -0.0083 0.0180 -0.0167
H 0.0066 -0.0095 -0.0011
H 0.0092 0.0002 -0.0004
H -0.0001 -0.0072 0.0000
H 0.0029 -0.0004 -0.0074
C 0.0070 0.0163 0.0013
C -0.0035 -0.0471 -0.0516
C 0.0058 -0.0042 -0.0062
C 0.0118 -0.0142 -0.0319
C -0.0046 0.0572 0.0367
C 0.0270 0.0267 -0.0001
C 0.0235 0.0380 -0.0127
F -0.0062 0.0076 0.0103
C -0.0072 -0.0532 -0.0180
C -0.0137 -0.0511 -0.0064
C -0.0634 -0.0116 0.0043
O 0.1315 -0.0974 -0.1160
C 0.0447 -0.0507 -0.0706
C 0.0070 0.0318 -0.0023
N 0.0581 0.0693 -0.0408
C -0.1124 -0.0119 0.1327
C 0.0921 -0.0632 -0.1115
O -0.0196 -0.0582 0.0043
O 0.0694 -0.0794 -0.1653
H -0.0038 -0.0023 -0.0031
H -0.0012 0.0006 0.0094
H 0.0053 0.0004 -0.0001
H 0.0045 -0.0215 0.0137
H 0.0051 0.0052 0.0009
H -0.0079 -0.0004 0.0011
H -0.0027 -0.0077 -0.0066
H 0.0000 0.0051 -0.0054
H -0.0050 -0.0114 -0.0009
H -0.0010 0.0003 0.0041
H -0.0027 -0.0011 0.0026
C 0.0624 0.0075 -0.0331
S -0.0590 0.0849 -0.1742
C 0.0059 -0.0230 -0.0847
O -0.0254 0.0271 0.2051
H 0.0108 -0.0059 0.0063
H 0.0048 -0.0292 0.0060
H 0.0017 -0.0056 -0.0071
H 0.0027 0.0297 -0.0018
H -0.0084 -0.0131 0.0164
H -0.0348 0.0004 0.0287

Output
relative energy (zero: lowest compared OMol25 entry of this formula, charge and spin): 0.0 kcal per mole
frontier orbital gap (spin up / spin down): 5.762 / 5.913 eV
net charge: +1
spin multiplicity: 1


- Number 1 is which compound?
  C3H10N3S


- Look up the net charge of the first one.
  +1


- Which of these has the lowest net charge?
  C2H2BrO2S2